No. 1
65
Properties=species:S:1:pos:R:3:forces:R:3 method="wB97M-V/def2-TZVPD" lumo_ev="1.6071 / 1.6569" charge=-1 relative_energy_kj_mol=0.0 total_energy_ev=-902343.964 gap_ev="3.297 / 8.032" spin_multiplicity=2
Br -1.4005 5.4295 1.5138 0.1 0.8 1.1
H 3.7143 -3.8416 3.9768 -0.3 0.0 0.1
C -3.8609 2.3743 -0.5720 2.4 -0.5 -0.9
H -5.8183 2.8570 -0.2287 -0.5 -0.3 0.1
H -2.6285 -1.3262 -3.2882 -0.2 -0.1 -0.2
H 4.2014 -1.8639 -2.8327 -0.4 0.1 -0.3
C 6.2695 1.8164 0.8746 1.2 -0.8 0.9
Br 6.3979 -0.1709 1.3025 -0.3 1.5 -0.5
Br -0.9387 4.8377 4.6921 0.3 0.3 -0.7
C 3.3694 -1.6791 3.7812 1.2 -1.0 -1.1
H 0.7651 -3.2247 2.6235 0.1 -0.4 -0.3
H -2.5154 -4.1201 -2.2349 -0.2 -0.1 0.7
Br 7.9803 2.3480 -0.0123 -1.1 -0.2 0.4
H 1.5410 -2.3273 4.4965 -0.7 0.2 -0.1
S 2.9072 -3.5359 1.8070 0.6 0.9 0.1
C -0.0966 5.3586 2.9885 -0.4 0.0 -0.1
H -5.8462 3.2038 -2.5186 0.4 0.0 -0.5
C 3.7545 -0.8822 -2.9897 0.3 0.3 1.0
C 0.9533 1.9728 0.6763 -0.1 -0.7 -0.2
C -5.2888 2.1022 -0.8102 -2.1 -1.0 1.5
O -4.0675 2.0799 -4.3685 0.0 -0.6 0.2
S -4.3192 1.3903 -3.1220 0.0 0.4 1.6
H 0.5276 4.5223 2.6739 0.3 0.3 0.3
H 3.6989 -0.8254 3.1891 0.5 -0.1 0.0
C -5.7154 2.1600 -2.2334 0.4 0.8 -1.1
H 4.9610 -3.2647 2.9612 0.2 0.8 0.0
Br 5.3272 0.2340 -3.5127 -1.1 -0.4 0.5
C -2.7853 -2.4038 -0.8050 0.6 0.1 -0.2
C 1.5302 -2.5033 2.3368 -1.7 -0.9 0.0
H -3.8989 -3.0453 -2.5787 -0.2 -0.3 0.4
H 3.6882 -1.5631 4.8171 -0.1 0.2 -0.1
Br 0.9684 7.0155 3.2074 -0.6 -0.9 -0.2
Br 0.1003 1.5673 2.3934 -0.5 -0.3 1.1
H 1.4799 -0.7456 3.5617 -0.4 -0.2 0.4
H -5.5709 1.1087 -0.4617 0.0 0.0 0.4
O -4.5754 -0.0491 -3.0521 0.3 0.7 -0.4
O -0.3537 -3.1771 -0.2264 0.2 0.0 -0.1
O 3.5187 -3.1084 0.5492 -0.6 -0.3 1.3
Br -0.2020 3.1272 -0.4362 -0.6 0.4 -1.3
H 5.4290 1.9920 0.2031 0.1 -0.1 0.2
C -0.7586 -1.7326 -2.4220 0.2 0.4 -0.6
H -3.3219 -1.4550 -0.8047 -0.2 0.0 -0.1
H -2.4724 2.6543 -2.2847 0.2 -0.3 0.1
H -1.7650 -2.6099 -4.1045 -0.4 -0.5 0.2
O -0.7741 -0.7635 0.1239 -0.3 -0.2 -0.5
Br 6.0255 2.7929 2.5746 0.2 -0.4 -1.1
C -2.8908 -3.0990 -2.1675 0.4 0.4 -0.9
C 1.8562 -1.7671 3.6163 1.0 0.4 0.3
H -3.0589 -3.0054 0.0617 0.1 0.1 -0.1
C 3.9305 -3.0584 3.2502 -0.6 0.1 -0.1
C -3.0341 1.8470 -1.8149 -1.2 1.0 -0.5
H -3.4129 1.8649 0.2812 -0.5 0.0 0.2
Br 2.9504 -0.4615 -1.1770 0.7 0.1 -1.7
H 1.0084 1.0312 0.1301 0.1 -0.1 0.1
H 0.1690 -2.1653 -2.7966 -0.1 -0.7 0.6
H 0.9937 -1.9553 1.5623 0.8 0.4 -0.2
H -2.3969 0.9951 -1.5776 -0.1 0.1 -0.2
Br 2.8077 2.6692 0.9030 1.3 0.3 0.1
H -6.6440 1.6563 -2.5020 0.2 -0.3 0.2
Br 2.4158 -0.9027 -4.3957 0.5 0.0 0.5
H -0.5618 -0.6856 -2.6526 -0.4 0.3 0.4
S -1.0090 -1.9617 -0.6538 -0.3 -0.7 0.0
C -2.0500 -2.2348 -3.1216 0.7 1.4 0.3
H -3.7619 3.4342 -0.3377 0.6 0.1 -0.6
O 2.5538 -4.9274 1.9679 0.0 -0.1 -0.2

=====

No. 2
52
Properties=species:S:1:pos:R:3:forces:R:3 method="wB97M-V/def2-TZVPD" lumo_ev=-4.0893 charge=+1 smiles="CC(=O)OCCCCCCCCn1c(Cl)n[n+](CCCCO)c1F" total_energy_ev=-42879.715 gap_ev=8.667 spin_multiplicity=1
H 0.4576 0.2874 -1.4493 2.2 0.2 -1.1
H 4.9254 -0.6217 2.9778 -2.0 0.2 1.6
C 2.5308 1.4481 -1.6814 -0.7 0.7 0.7
H 0.8710 0.6151 0.6708 1.5 0.9 2.0
H 3.9214 0.5432 4.2177 0.3 -2.2 -1.1
H 0.7179 2.0817 1.8499 1.5 -2.2 -0.3
H -4.1168 2.5530 -1.7411 1.5 -0.7 1.9
H 2.6036 2.9723 0.7658 0.5 -2.3 0.6
O 1.5871 0.3599 2.7702 2.6 -1.8 -1.6
N -3.0742 -1.5608 0.3398 6.8 -1.5 0.4
H -3.1781 1.9778 1.4264 -1.6 0.0 -1.9
C -1.5781 -1.6578 0.5458 -3.3 -1.4 -2.6
H -4.5528 0.1405 -0.7521 -0.3 0.3 2.6
C -3.8690 -0.7232 1.3253 -2.2 1.8 -0.3
H 3.8659 -1.3961 4.4343 0.4 2.0 -1.7
C -3.2718 2.3502 -0.9280 -0.5 0.6 -0.1
H 1.9134 2.4408 -1.4390 1.3 -2.1 -0.6
O -2.4659 3.6041 -0.8281 -2.4 -0.4 0.3
H -3.2055 -0.1029 2.0763 -0.7 -1.8 -1.8
C 0.7957 -2.3372 -2.2791 0.0 0.5 0.0
H 0.8702 -1.9030 -0.0421 -1.1 -2.2 -1.1
H 3.2497 1.7492 -2.5733 -1.5 -1.0 1.8
H -4.8502 2.6894 0.6816 2.2 -1.5 0.1
C 1.4383 1.1792 1.5563 -0.7 1.7 -1.0
H -0.1273 -1.7964 -2.8053 1.9 -1.4 1.1
H 2.7711 -1.5513 -1.4602 -1.1 0.9 -1.7
H 1.0450 0.6369 -3.2051 0.7 -0.7 2.3
H 3.5465 -0.0311 -0.1065 -0.5 2.1 -0.6
C 3.9814 -0.4958 3.6680 -1.7 0.1 -0.4
H 0.7097 -3.8258 -0.4200 -1.1 2.2 -0.5
C -2.2962 -2.9480 -1.4819 -0.7 3.8 5.2
N -1.1309 -2.5071 -0.6236 -1.8 1.2 2.7
H -3.1143 4.3802 -0.7017 1.4 -1.9 -0.3
F -0.8342 -1.0300 1.6625 -2.8 -2.8 -4.8
O 2.6966 -1.6751 1.8095 -1.1 6.6 4.4
H -2.5892 1.5103 -1.3790 -1.1 1.7 1.1
C 2.0272 -1.2053 -2.2936 -0.8 -0.9 -0.8
C 1.4365 0.3134 -2.1246 -0.2 -0.1 -1.0
H -5.8051 0.4256 0.6345 2.4 0.1 -0.3
H 4.4852 1.5511 -0.5143 -2.3 -1.0 0.4
C -3.9505 1.9248 0.5361 -1.0 0.1 -1.0
C 2.6673 -0.6328 2.6442 1.1 -4.0 -2.4
H -4.6123 -1.3553 1.9806 1.6 0.9 -1.7
H 1.0837 -3.3209 -2.8534 -0.5 2.1 1.0
C 2.8441 1.8462 1.0398 -0.3 0.3 -0.7
C 3.3926 1.1062 -0.3317 1.4 0.8 0.4
H 3.6745 1.8895 1.8953 -1.9 -0.3 -1.8
N -3.4796 -2.2837 -0.7836 3.5 -1.4 -1.3
C 0.3602 -2.7453 -0.7171 1.6 1.4 -1.5
C -4.6573 0.4257 0.4001 0.3 0.1 -0.6
H 2.4848 -1.2888 -3.3932 -0.6 0.2 2.7
Cl -2.1951 -4.0064 -3.0004 -0.4 2.4 3.5

=====

No. 3
70
Properties=species:S:1:pos:R:3:forces:R:3 method="wB97M-V/def2-TZVPD" lumo_ev=0.3835 smiles="C[C@@H]1C[C@@H](C[C@@H](O)C(F)(F)F)NC1=O.O=S1(=O)OCCO1.O=S1(=O)OCCO1.O=S1(=O)OCCO1.O=S1(=O)OCCO1" relative_energy_kj_mol=35.7 total_energy_ev=-106881.883 gap_ev=9.755 spin_multiplicity=1
F -2.1313 3.2492 2.2522 1.4 0.3 0.7
H -1.2238 -0.6135 -0.3076 0.1 0.1 -0.1
H 2.3241 2.8126 1.2206 0.2 0.3 -0.2
H -7.8208 4.2388 -3.7924 0.0 -0.2 -0.2
C -2.7918 0.4420 1.7336 0.4 0.5 -1.0
C -1.3035 0.1247 1.6764 0.0 -1.1 2.0
H 2.4588 1.1218 0.7242 0.2 0.1 0.0
H -4.2711 -3.6492 5.0617 0.1 0.2 -0.2
H -7.2612 3.6548 -2.2073 0.0 0.0 0.0
H -2.5926 -4.3757 7.0462 0.2 -0.1 0.0
O -0.5805 -1.7981 4.2511 0.1 0.1 -0.2
O 9.3228 -5.2879 -3.4796 0.1 -0.2 -0.1
H -4.7091 1.6479 -0.3768 -0.1 0.0 -0.1
C -3.2919 2.9315 1.7227 0.3 -0.4 -1.6
O 8.8776 -3.7672 -1.5945 -0.1 -0.3 0.2
C -0.2807 1.0337 2.3741 0.5 -0.7 -0.5
O 7.2593 -5.4552 -2.1701 0.2 0.2 -0.2
O 0.1166 1.3745 -1.1640 0.7 0.6 -2.2
C 6.6237 -4.3484 -1.5141 -0.1 0.1 0.4
C -2.4576 -3.6294 6.2680 -0.2 0.3 0.1
C 0.4418 1.7238 1.2329 0.4 1.5 -0.4
H -0.6006 1.6384 3.2083 -0.5 0.4 -0.1
H -2.7251 -2.6444 6.6561 0.0 0.0 0.0
C -0.0226 1.0250 -0.0378 -0.2 -0.9 2.4
S 3.7951 -0.2088 -2.0820 -0.6 0.6 -0.5
H 3.7639 2.7651 -3.7179 0.1 0.0 0.2
C 7.5704 -3.1878 -1.7231 -0.2 0.2 -0.4
C -3.2555 1.6469 0.9287 -1.1 -0.7 0.0
O -4.5636 1.7253 -2.5288 0.2 -0.2 0.2
O 4.6426 -1.2722 -2.4844 0.1 -0.3 0.2
O -4.1526 2.6060 -4.8042 0.1 -0.3 -0.1
H 1.8044 1.0873 -4.5159 0.0 -0.3 0.0
O -0.3102 -4.1734 3.6025 0.2 0.0 -0.1
O 4.4318 1.1851 -2.5490 -0.2 -0.1 0.2
H -3.3064 -0.4060 1.2995 -0.2 -0.2 -0.2
O 2.5199 -0.1896 -3.0429 0.5 -0.2 -0.1
H -5.9551 5.6927 -2.4921 0.2 -0.1 0.1
H -5.7006 5.3626 -4.2224 0.0 0.0 0.0
F -4.1763 2.9019 2.6697 -1.3 -0.2 1.7
O -2.5525 -3.2287 3.9760 0.2 0.3 0.2
H 2.2538 1.5402 2.4030 0.0 -0.1 0.3
O -1.0863 -3.5950 5.8529 -0.1 -0.2 -0.3
O -6.3974 2.7291 -3.8311 0.3 0.1 -0.1
O 3.3597 -0.0646 -0.7425 0.4 -0.3 0.2
F -3.6243 3.9305 0.9093 -0.3 1.0 -0.8
H -3.1760 -5.0214 4.7699 0.0 0.0 0.0
H -1.2463 -0.8078 2.2300 0.0 -0.2 0.0
H 6.5158 -4.5910 -0.4550 0.0 0.0 0.0
H 0.1528 2.7577 1.0436 -0.6 0.1 0.4
H 5.6440 -4.1668 -1.9471 0.1 -0.1 -0.2
H 7.4735 -2.7719 -2.7276 0.0 0.0 0.0
H 0.4178 0.3308 2.8156 0.3 -0.1 0.1
H 7.4319 -2.3995 -0.9893 0.2 -0.1 0.1
C 2.3313 1.1323 -3.5672 -0.2 0.6 0.3
S -4.8195 2.6667 -3.5595 -0.4 0.6 0.0
O 9.4028 -6.1192 -1.1492 0.2 -0.1 0.0
H 1.7399 1.7039 -2.8483 0.0 0.0 0.0
O -4.6581 4.1355 -2.9415 -0.2 -0.3 0.2
C -5.8269 4.9115 -3.2359 -0.1 0.2 -0.4
C 1.9640 1.8115 1.3959 0.0 -0.5 -0.1
S -0.9852 -3.1540 4.3140 -0.3 -0.3 0.4
N -0.7055 -0.0872 0.3834 -0.8 0.2 -0.7
C 3.7380 1.6790 -3.7045 0.0 -0.1 -0.5
C -6.9565 3.9034 -3.2260 -0.1 0.1 0.4
H -3.1409 0.4982 2.7562 0.1 0.1 0.4
H -2.7031 1.7960 0.0068 0.6 0.1 0.1
S 8.8529 -5.2740 -2.1431 -0.4 0.4 0.1
O -4.6114 1.4093 0.5518 -0.1 0.0 -0.1
H 4.2346 1.2905 -4.5961 0.0 0.0 0.0
C -3.2307 -3.9569 5.0078 0.0 -0.5 0.0

=====

No. 4
70
Properties=species:S:1:pos:R:3:forces:R:3 method="wB97M-V/def2-TZVPD" lumo_ev="1.8210 / 0.7870" charge=-1 relative_energy_kj_mol=171.7 total_energy_ev=-103673.497 gap_ev="6.771 / 7.317" spin_multiplicity=2
Te -0.5290 -4.6174 -0.1672 1.0 0.1 0.2
C 2.8205 3.9300 -1.0264 0.0 0.0 0.1
O -0.9391 0.5693 7.1429 -0.1 0.1 0.0
C -3.4937 0.2807 -0.5707 0.1 0.1 0.0
C 2.1898 -1.6991 6.0332 0.0 0.0 0.0
N 0.4646 -0.1625 5.4821 0.0 0.0 0.0
N 0.6564 -0.9545 7.6530 0.0 0.0 0.1
H -1.7795 -0.7151 1.1804 0.0 -0.2 0.1
C -4.6930 0.1277 -1.5049 0.0 0.0 -0.1
H 2.3240 4.6323 -0.3558 0.0 0.0 0.0
F -0.8822 -3.4206 1.2861 -0.4 -0.1 -0.1
H 3.8451 1.3836 -4.8053 0.0 0.0 0.0
S 3.1603 -0.0741 0.3851 0.0 0.2 -0.1
H 5.3498 0.7909 -4.0851 0.0 0.0 0.0
O 3.5868 1.2841 -2.1750 -0.2 0.2 0.0
H 0.5449 1.4618 4.1731 0.0 0.0 -0.1
C 1.5538 -0.9348 5.1404 0.1 0.0 0.0
O 0.3770 -0.4660 2.4872 0.3 0.1 0.3
O -2.7372 -2.7719 -0.3268 -0.7 -0.2 0.5
C -0.0153 -0.1234 6.7718 0.0 -0.1 0.0
C 4.3163 0.5312 -4.3149 0.0 0.0 0.0
H -0.5006 2.0724 -4.2316 0.0 0.0 0.1
H 2.1518 3.7490 -1.8703 0.0 0.0 0.0
P 2.5645 1.3197 -0.9250 0.6 -0.3 0.3
H -1.6494 3.0866 -3.5660 0.1 0.0 0.0
H 0.3052 -0.9360 8.6007 0.0 0.0 -0.1
N -1.4842 2.2774 -4.1445 -0.1 0.0 -0.2
H 4.0433 5.4024 -1.9983 0.0 0.0 0.0
C 4.1660 4.4497 -1.4793 0.0 0.0 0.0
O -2.6567 -2.2642 -2.4786 -0.1 0.3 -0.1
H 1.8429 -0.8822 4.0985 0.0 0.0 0.0
O 2.2712 -2.4170 8.3042 0.0 0.0 0.1
C 1.7623 -1.7630 7.4205 0.0 0.0 -0.1
H -5.3916 0.7167 -3.4685 0.0 0.0 0.0
H -5.4713 0.7951 -1.1237 0.0 0.0 0.0
C -2.2044 -0.5162 -0.8581 -0.2 0.0 0.0
C -0.1678 0.6900 4.4685 0.0 0.1 0.2
N -1.3173 -0.4501 0.3047 -0.5 0.3 -0.4
H -3.6974 2.4151 -3.1258 0.0 0.0 0.0
N -3.4490 1.4495 -3.2475 -0.1 0.0 0.0
H -1.0416 -0.0904 -4.6089 0.0 0.0 0.1
H -5.1064 -0.8817 -1.4309 0.0 0.0 0.0
F 1.0941 -4.7247 0.8127 -0.2 -0.1 0.0
H 4.8237 4.6060 -0.6244 0.0 0.0 0.0
C -2.5438 -1.9680 -1.1884 0.3 0.6 -0.4
H 2.5279 -0.1071 -3.2829 0.0 0.0 0.0
H -1.0315 0.5209 0.4330 0.0 -0.1 0.0
H 4.6374 3.7387 -2.1562 0.0 0.0 0.0
C -0.5943 -0.1202 3.2347 0.3 0.0 0.0
H -3.8159 0.0202 0.4403 0.0 -0.1 0.0
F 0.3038 -6.0496 -1.0494 -0.2 0.1 -0.1
F -1.9478 -5.0713 -1.3001 -0.1 0.1 0.2
C 3.5647 0.1565 -3.0603 0.0 -0.1 0.0
C -2.2662 1.1682 -3.8661 0.1 0.1 0.1
H -4.1123 -0.4636 -3.5131 0.0 0.0 0.0
H 4.0334 -0.6880 -2.5499 0.0 0.0 0.0
O -1.7868 -0.3442 3.0626 -0.5 0.0 -0.1
Tl 0.7897 -1.4483 0.3599 0.2 -0.3 -0.1
O 0.0034 -3.1975 -1.1577 0.1 -0.3 -0.1
C -4.4509 0.4263 -2.9936 0.1 0.1 0.0
F 3.2501 -2.4408 5.6865 0.0 0.0 0.0
N -1.9476 -0.0431 -4.1574 0.0 -0.1 0.0
H -1.0326 1.1427 4.9405 0.0 0.0 0.0
H -2.3845 -1.5008 -3.0520 0.0 -0.1 0.0
F -1.3548 -5.8034 1.0007 0.2 -0.2 -0.1
H -1.6686 -0.0731 -1.6928 0.0 0.0 -0.1
H -3.1985 1.3336 -0.5358 0.0 0.0 0.0
S 0.7035 1.2478 -1.5501 0.0 0.2 -0.2
O 2.9934 2.7156 -0.2725 -0.2 -0.1 -0.2
H 4.3212 -0.3080 -5.0116 0.0 0.0 0.0